No. 1
ORCA calculation (ωB97M-V/def2-TZVPD) on C19H39NO11S as an isolated structure in a non-equilibrium geometry.

The energy comes out at -2027.6781 a.u. The HOMO-LUMO gap is 9.37 eV. Its largest force on an atom is 3.0 eV/A. The LUMO energy comes out at 0.4 eV.

The geometry in ORCA input format:
```
! RIJCOSX wB97M-V def2-TZVPD def2/J DEFGRID3
* xyz 0 1
C 3.9354 -2.4854 1.4463
C 3.9685 -1.3281 1.1768
C 3.8098 0.0435 0.6127
C 2.4278 0.5053 1.1576
C 1.3726 0.6442 0.0444
O 1.5777 1.7912 -0.7537
C -0.0108 0.7955 0.7015
N -1.0814 0.4662 -0.2520
C 4.8590 1.0225 1.0654
O 6.0690 0.9050 0.2751
S 5.5670 0.2750 -1.1283
O 6.2596 -0.9072 -1.4316
O 5.5227 1.1871 -2.2082
O 3.9840 -0.0595 -0.7975
H 3.7600 -3.5240 1.5198
H 2.5782 1.4149 1.7450
H 2.0677 -0.2530 1.8441
H 1.4031 -0.2800 -0.5437
H 2.4575 1.7512 -1.1437
H -0.0274 0.0829 1.5262
H -0.1107 1.8156 1.0754
H -0.6752 0.4805 -1.1761
H -1.4955 -0.4306 -0.0551
H 4.9890 1.1733 2.1305
H 4.4693 1.9987 0.7303
C -0.0735 3.1664 -3.6300
O -1.0622 3.6665 -2.7578
C -0.5055 4.3341 -1.6344
C -1.4913 5.3336 -1.0683
O -1.5665 6.5486 -1.8060
C -2.2398 6.4993 -3.0573
C -3.7443 6.3792 -2.9361
O -4.1188 5.0391 -2.6607
C -5.3804 4.9526 -2.0387
H 0.5544 2.4246 -3.1257
H -0.5786 2.6933 -4.4710
H 0.5504 3.9817 -4.0159
H 0.4185 4.8532 -1.9162
H -0.2766 3.5779 -0.8753
H -1.1321 5.6252 -0.0783
H -2.4782 4.8882 -0.9358
H -1.8248 5.7203 -3.6984
H -2.0217 7.4590 -3.5320
H -4.2093 6.6704 -3.8880
H -4.0988 7.0476 -2.1428
H -5.3786 5.4914 -1.0838
H -5.5836 3.9019 -1.8396
H -6.1669 5.3516 -2.6894
C -1.1470 -6.1456 -0.8775
O -1.3134 -5.5220 0.3772
C -2.3039 -6.1591 1.1697
C -2.0649 -5.8931 2.6409
O -1.0366 -6.6950 3.2089
C 0.3018 -6.3624 2.8655
C 0.8036 -5.0960 3.5261
O 0.3208 -3.9515 2.8391
C 0.3016 -2.8031 3.6552
H -2.0710 -6.0988 -1.4642
H -0.3602 -5.6164 -1.4120
H -0.8383 -7.1898 -0.7523
H -2.3002 -7.2406 0.9915
H -3.2812 -5.7494 0.8815
H -2.9730 -6.1747 3.1785
H -1.8926 -4.8328 2.8311
H 0.4355 -6.3309 1.7832
H 0.9035 -7.1931 3.2414
H 1.9017 -5.0762 3.4863
H 0.4817 -5.0797 4.5735
H -0.3481 -2.9565 4.5243
H -0.1028 -1.9805 3.0666
H 1.3142 -2.5431 3.9860
*
```

=====

No. 2
ORCA calculation (ωB97M-V/def2-TZVPD) on C19H39O13Zn as an isolated structure in a non-equilibrium geometry.

The energy comes out at -3504.2266 a.u. As for the energy above the lowest of the compared OMol25 structures with the same formula, charge and spin: 190.12 kcal/mol. The HOMO-LUMO gap is 2.10 eV. Its largest force on an atom is 4.9 eV/A. The LUMO energy comes out at -8.9 eV.

The geometry in ORCA input format:
```
! RIJCOSX wB97M-V def2-TZVPD def2/J DEFGRID3
* xyz 1 1
Zn 2.7509 -2.0178 -3.2019
C -0.4483 -0.4093 0.4430
O 0.5062 -0.2902 -0.5665
H -0.4544 -1.4467 0.7774
H -0.0077 0.1395 1.2753
H -1.4624 -0.0996 0.1905
C -2.9850 -2.0183 -5.4959
O -2.2820 -2.3827 -6.6776
C -0.9681 -2.6791 -6.6634
O -0.2088 -2.6863 -5.7231
O -0.5776 -2.6634 -7.8904
C 0.6972 -3.1312 -8.2580
H -3.2183 -2.9369 -4.9575
H -3.9019 -1.4883 -5.7537
H -2.5209 -1.2748 -4.8479
H 1.4879 -2.3868 -8.3511
H 0.6726 -3.8175 -9.1045
H 1.0913 -3.8213 -7.5120
C 2.0362 5.4214 1.1329
O 1.9676 5.3268 2.5396
C 1.1620 6.1514 3.2498
O 0.5477 7.1661 2.7976
O 1.2856 5.8161 4.5774
C 0.6353 6.5752 5.6131
H 2.4859 6.3078 0.6854
H 1.0150 5.2393 0.7982
H 2.5915 4.5261 0.8531
H 0.9902 7.6057 5.5957
H 0.9158 6.1539 6.5784
H -0.4363 6.6082 5.4164
C 5.3406 -1.1194 2.0517
O 6.6151 -1.4392 1.5363
C 6.7275 -1.4601 0.2004
O 5.8514 -1.4818 -0.7027
O 8.0539 -1.6315 -0.0034
C 8.6374 -1.8168 -1.2507
H 5.3348 -1.1116 3.1416
H 4.5396 -1.7813 1.7225
H 5.0911 -0.0766 1.8561
H 9.3399 -1.0123 -1.4684
H 7.9024 -1.8365 -2.0554
H 9.2427 -2.7229 -1.2222
C -3.4896 2.1324 5.1851
C -4.2188 2.9680 6.1975
O -5.0314 3.7930 5.8349
C -3.8690 2.8774 7.7148
H -2.9290 1.3293 5.6636
H -2.9003 2.8294 4.5893
H -4.1623 1.7082 4.4397
H -3.0504 2.1950 7.9439
H -4.7491 2.4087 8.1552
H -3.6949 3.8264 8.2220
C -6.3150 2.8633 -0.3690
C -6.5999 2.4455 -1.8115
O -7.2315 1.4279 -2.0327
C -6.0980 3.3461 -2.9311
H -6.9477 3.6805 -0.0228
H -5.2702 3.1632 -0.2877
H -6.5896 2.0541 0.3077
H -6.7234 4.2297 -2.8040
H -6.2177 2.9066 -3.9213
H -5.0456 3.4568 -2.6698
C 1.8669 -7.5496 0.3550
C 1.5715 -6.9255 -0.9838
O 1.8467 -5.7506 -1.2659
C 1.1077 -7.8718 -2.0255
H 2.5245 -6.9424 0.9770
H 2.2174 -8.5569 0.1298
H 0.9547 -7.7979 0.8975
H 1.8495 -8.6659 -2.1099
H 1.0361 -7.3946 -3.0028
H 0.1148 -8.1836 -1.7013
*
```

=====

No. 3
ORCA calculation (ωB97M-V/def2-TZVPD) on a 12-piece molecular cluster, C19H40BrCl22IO3P overall in a non-equilibrium geometry.

The energy comes out at -14310.8958 a.u. The HOMO-LUMO gap is 5.73 eV. Its largest force on an atom is 2.9 eV/A. The LUMO energy comes out at 1.8 eV.

The geometry in ORCA input format:
```
! RIJCOSX wB97M-V def2-TZVPD def2/J DEFGRID3
* xyz -1 1
C -1.7255 4.9402 0.0558
C -0.2462 5.2194 0.2099
I 0.5085 6.0913 -1.6193
C 0.6017 4.0569 0.7256
C 0.5328 2.7730 -0.0605
O -0.7667 2.1594 -0.2007
O 0.9816 2.9103 -1.3410
P 1.7301 1.4474 -2.0135
O 1.8729 0.7657 -0.4055
C 1.4444 1.6765 0.5523
C 0.9719 1.0010 1.8368
C -0.0493 -0.1170 1.6413
C -0.1194 -1.0311 2.8593
Br -0.0799 -2.9418 2.3630
H -2.1304 4.5074 0.9735
H -1.9455 4.2789 -0.7743
H -2.2687 5.8665 -0.1231
H -0.1504 6.0130 0.9429
H 1.6357 4.3827 0.6969
H 0.3104 3.8744 1.7631
H -1.2979 2.2472 0.6002
H 2.1876 0.2513 -2.6843
H 3.0812 1.9735 -1.9504
H 1.6689 2.1090 -3.3255
H 0.4083 0.9917 -2.2924
H 2.3604 2.2179 0.8643
H 0.6376 1.7188 2.5886
H 1.8588 0.5227 2.2637
H -1.0243 0.3538 1.5697
H 0.1271 -0.6599 0.7258
H -1.0789 -0.9109 3.3466
H 0.6735 -0.8300 3.5664
C -2.0333 -2.0399 -1.5963
Cl -2.9388 -2.2396 -3.1141
Cl -0.7114 -0.8732 -1.7573
H -2.7215 -1.6851 -0.8361
H -1.6312 -3.0063 -1.3106
C -4.0670 3.0906 3.3541
Cl -4.7082 1.8605 4.4507
Cl -2.5590 2.5713 2.5980
H -4.7952 3.2775 2.5738
H -3.8755 3.9959 3.9178
C 3.7802 -0.0022 4.8052
Cl 3.6862 1.7603 4.7811
Cl 2.4055 -0.7197 5.6600
H 3.7793 -0.3653 3.7834
H 4.6920 -0.2962 5.3105
C 3.2253 -0.7699 -5.9397
Cl 3.1331 -1.2782 -4.2533
Cl 3.5198 0.9661 -6.0746
H 4.0348 -1.2980 -6.4302
H 2.2809 -0.9984 -6.4216
C 0.5215 -6.7397 2.4857
Cl 0.2666 -7.6160 0.9692
Cl 2.1687 -6.9254 3.1010
H 0.3359 -5.6877 2.3104
H -0.1691 -7.1249 3.2257
C 0.5223 3.1043 -7.8341
Cl 0.2012 1.6814 -6.8484
Cl 1.6031 2.7425 -9.1909
H -0.4161 3.4764 -8.2276
H 0.9930 3.8554 -7.2102
C -1.1951 -3.3782 5.8675
Cl -2.5958 -2.5916 6.6104
Cl -1.5473 -5.0402 5.3847
H -0.9088 -2.8181 4.9850
H -0.3834 -3.3898 6.5852
C 5.8061 2.8442 -10.1266
Cl 4.3793 2.1121 -10.8715
Cl 5.4568 3.4891 -8.5214
H 6.5749 2.0862 -10.0365
H 6.1481 3.6543 -10.7596
C -5.5734 2.5020 -0.5227
Cl -5.3531 4.2184 -0.1457
Cl -4.4693 1.4833 0.4035
H -6.5920 2.2232 -0.2802
H -5.3811 2.3510 -1.5784
C 3.6024 -8.9745 -0.0827
Cl 3.7989 -10.4107 -1.0994
Cl 4.3939 -9.1653 1.4840
H 4.0424 -8.1257 -0.5922
H 2.5457 -8.8074 0.0839
C -6.5645 -3.0491 6.8468
Cl -7.0356 -1.3484 6.9645
Cl -7.7149 -3.9759 5.8753
H -5.5872 -3.1107 6.3819
H -6.5310 -3.4714 7.8438
*
```

=====

No. 4
ORCA calculation (ωB97M-V/def2-TZVPD) on a 8-piece molecular cluster, C19H40BrN11O18 overall in a non-equilibrium geometry.

The energy comes out at -5277.7892 a.u. As for the energy above the lowest of the compared OMol25 structures with the same formula, charge and spin: 0.00 kcal/mol. The HOMO-LUMO gap is 8.61 eV. Its largest force on an atom is 1.1 eV/A. The LUMO energy comes out at -0.7 eV. As for the SMILES: CC[C@H](Br)[C@@](C#N)(ON=O)[C@@H](C#N)OCCNC[C@@H](C)O.C[N+](=O)[O-].C[N+](=O)[O-].C[N+](=O)[O-].C[N+](=O)[O-].C[N+](=O)[O-].C[N+](=O)[O-].C[N+](=O)[O-].

The geometry in ORCA input format:
```
! RIJCOSX wB97M-V def2-TZVPD def2/J DEFGRID3
* xyz 0 1
C 3.6265 -3.4516 2.5946
C 3.6559 -2.5278 1.3642
C 3.2648 -1.0702 1.6135
Br 4.3437 -0.2512 3.0346
C 1.7838 -0.8558 1.9604
C 1.4658 -1.3197 3.3356
N 1.4245 -1.7830 4.3851
O 1.4459 0.5385 1.9861
N 1.5983 1.1337 0.6894
O 1.9165 2.2451 0.7920
C 0.8394 -1.6673 1.0171
C -0.5500 -1.1334 1.1616
N -1.6279 -0.7404 1.1966
O 1.2708 -1.6325 -0.2988
C 0.7562 -2.7281 -1.0661
C 0.5946 -2.2964 -2.5156
N 1.8896 -1.9629 -3.0923
C 2.1719 -2.6321 -4.3655
C 3.4682 -2.0590 -4.9594
C 4.2487 -3.0981 -5.7805
O 3.2161 -0.8738 -5.7200
H 3.8370 -2.9369 3.5287
H 2.6574 -3.9474 2.6828
H 4.3616 -4.2459 2.4655
H 3.0722 -2.9559 0.5508
H 4.6843 -2.5027 0.9960
H 3.5266 -0.4959 0.7286
H 0.8063 -2.6906 1.4158
H 1.4520 -3.5707 -0.9907
H -0.2170 -3.0638 -0.6880
H 0.1012 -3.1075 -3.0553
H -0.1043 -1.4516 -2.5124
H 2.0016 -0.9636 -3.1865
H 2.3621 -3.6862 -4.1527
H 1.3500 -2.5214 -5.0836
H 4.0623 -1.7646 -4.0866
H 5.1239 -3.4338 -5.2238
H 3.6077 -3.9571 -5.9709
H 4.5863 -2.6532 -6.7046
H 3.4797 -0.1100 -5.2050
C 2.9018 1.2919 6.5045
N 4.2866 0.7555 6.5931
O 4.4914 -0.1613 7.3575
O 5.1197 1.2760 5.8800
H 2.2730 0.7331 7.1872
H 2.9426 2.3427 6.7751
H 2.5734 1.1679 5.4760
C 0.0963 -4.9571 5.2072
N 0.8117 -5.9560 4.3648
O 1.0524 -5.6531 3.2107
O 1.1038 -7.0084 4.8847
H -0.0909 -4.0760 4.6064
H -0.8323 -5.4152 5.5343
H 0.7347 -4.7224 6.0532
C -3.6649 2.1975 0.4027
N -5.1220 2.4037 0.6139
O -5.5215 3.5391 0.7617
O -5.8148 1.4082 0.6274
H -3.1691 3.1616 0.4138
H -3.3096 1.5622 1.2094
H -3.5414 1.7040 -0.5562
C -5.7764 6.6863 0.0870
N -4.5305 7.3615 -0.3677
O -3.5962 6.6615 -0.7030
O -4.5238 8.5747 -0.3700
H -5.6227 5.6165 0.0412
H -5.9657 7.0086 1.1068
H -6.5801 6.9960 -0.5702
C -7.7867 10.9731 0.1425
N -7.8780 9.5048 -0.0716
O -8.4486 8.8401 0.7689
O -7.3621 9.0686 -1.0760
H -8.2832 11.2154 1.0744
H -6.7313 11.2273 0.1788
H -8.2729 11.4550 -0.7002
C -5.1566 -0.3819 3.0476
N -4.6892 -1.1145 4.2578
O -3.8132 -1.9418 4.1163
O -5.2212 -0.8301 5.3095
H -4.5948 -0.7373 2.1916
H -6.2168 -0.5823 2.9314
H -4.9819 0.6753 3.2203
C 5.7117 -3.1624 -10.5494
N 4.8018 -3.6536 -9.4790
O 5.2913 -3.9418 -8.4066
O 3.6245 -3.7299 -9.7542
H 6.7227 -3.1472 -10.1602
H 5.6234 -3.8453 -11.3886
H 5.3811 -2.1656 -10.8250
*
```

=====

No. 5
ORCA calculation (ωB97M-V/def2-TZVPD) on a 3-piece molecular cluster, C19H40BrN3O8P2 overall in a non-equilibrium geometry.

The energy comes out at -4770.9997 a.u. The HOMO-LUMO gap is 10.23 eV. Its largest force on an atom is 4.9 eV/A. The LUMO energy comes out at 0.5 eV. As for the SMILES: CCCN[C@@](Br)(C#N)CC#N.CCOP(=O)(OCC)OCC.CCOP(=O)(OCC)OCC.

The geometry in ORCA input format:
```
! RIJCOSX wB97M-V def2-TZVPD def2/J DEFGRID3
* xyz 0 1
C -1.1467 -0.3662 0.0139
C -0.8831 0.9684 -0.6894
C 0.4238 1.6366 -0.2355
N 1.5425 0.9300 -0.8486
C 2.7374 0.9023 -0.1058
Br 2.6151 -0.1230 1.6143
C 3.7207 0.1398 -0.9118
N 4.4863 -0.4706 -1.5132
C 3.3257 2.3338 0.0718
C 4.0004 2.5556 1.3533
N 4.6516 2.7332 2.2803
H -1.1089 -0.2342 1.0965
H -0.3905 -1.1021 -0.2655
H -2.1257 -0.7488 -0.2695
H -1.7224 1.6587 -0.6192
H -0.7409 0.7662 -1.7588
H 0.3756 2.6848 -0.5387
H 0.4374 1.5960 0.8607
H 1.2795 0.0121 -1.1779
H 2.5442 3.0765 -0.0776
H 4.0639 2.5139 -0.7095
C 0.4513 -1.1485 6.0684
C -0.7720 -1.9740 5.7170
O -2.0073 -1.3144 6.0325
P -2.4371 -0.0112 5.1889
O -2.7047 -0.4103 3.8002
O -3.9059 0.2837 5.8115
C -5.0805 0.2660 4.9997
C -5.7305 -1.1030 4.9951
O -1.7013 1.1564 5.9572
C -2.0953 1.6524 7.2533
C -2.1563 0.6340 8.3664
H 0.5071 -0.2493 5.4522
H 1.3594 -1.7290 5.9047
H 0.4223 -0.8257 7.1089
H -0.7654 -2.2339 4.6553
H -0.7724 -2.9025 6.2859
H -4.8557 0.6059 3.9903
H -5.7648 0.9976 5.4335
H -4.9942 -1.8947 4.8589
H -6.4750 -1.1775 4.2017
H -6.2265 -1.2933 5.9485
H -3.0393 2.1861 7.1624
H -1.3411 2.4009 7.4968
H -2.9577 -0.0867 8.2174
H -2.3476 1.1507 9.3080
H -1.2220 0.0811 8.4552
C 3.9643 -2.1680 -4.9425
C 3.8535 -0.6810 -5.2163
O 2.6298 -0.3173 -5.8840
P 1.2366 -0.4376 -5.0942
O 1.2261 0.5422 -3.9978
O 0.2277 0.1896 -6.2013
C -0.5429 1.3607 -5.9337
C 0.1827 2.6149 -6.3778
O 0.8206 -1.9422 -5.3265
C 0.3508 -2.4712 -6.5844
C 1.2701 -2.2910 -7.7684
H 3.2122 -2.4975 -4.2235
H 4.9472 -2.4020 -4.5346
H 3.8123 -2.7440 -5.8558
H 3.9404 -0.1147 -4.2866
H 4.6588 -0.3628 -5.8763
H -0.8176 1.4088 -4.8810
H -1.4720 1.2531 -6.4966
H 1.2287 2.6008 -6.0723
H -0.2912 3.5059 -5.9639
H 0.1725 2.6966 -7.4660
H -0.6388 -2.0709 -6.7958
H 0.2176 -3.5366 -6.3962
H 1.3651 -1.2463 -8.0568
H 0.8581 -2.8330 -8.6210
H 2.2690 -2.6726 -7.5616
*
```

=====

No. 6
ORCA calculation (ωB97M-V/def2-TZVPD) on C19H40GdNOP3 as an isolated structure in a non-equilibrium geometry.

The energy comes out at -2666.6502 a.u. The HOMO-LUMO gap (alpha / beta) is 7.85 / 3.70 eV. Its largest force on an atom is 4.4 eV/A. The LUMO energy (alpha / beta) comes out at -8.5 / -10.9 eV.

The geometry in ORCA input format:
```
! RIJCOSX wB97M-V def2-TZVPD def2/J DEFGRID3
* xyz 3 8
Gd 0.5816 1.7723 1.1927
P -3.2733 -0.1891 0.0042
P -0.3266 -0.7568 2.4939
P -0.4926 1.8857 -1.6482
H 6.4958 -3.4264 -1.0426
C 6.8608 -2.4836 -1.4754
C 7.1419 -1.3794 -0.7655
H 7.3688 -1.2958 0.3076
C -4.0069 -1.5219 -0.9566
C -3.7735 -0.3351 1.7287
C -3.9513 1.3839 -0.5576
C 1.3673 -1.3264 2.9281
C -1.1234 -0.8004 4.1451
C -0.9564 -2.4029 1.8642
C 1.1266 2.1116 -2.4975
C -1.4518 3.2926 -2.3640
C -1.1511 0.5653 -2.7943
H 7.1483 -2.5550 -2.5615
H 7.2870 -0.4434 -1.3329
H -5.1069 -1.4427 -0.8251
H -3.6647 -2.5017 -0.5788
H -3.7732 -1.4686 -2.0376
H -4.8682 -0.4007 1.6742
H -3.4830 0.5440 2.3292
H -3.3780 -1.2405 2.2120
H -4.6051 1.2038 -1.4339
H -3.1606 2.1034 -0.8353
H -4.5513 1.8194 0.2611
H 1.2891 -1.9885 3.8045
H 2.0337 -0.4833 3.1764
H 1.8088 -1.8914 2.0926
H -1.3000 -1.8424 4.4253
H -2.0740 -0.2607 4.1523
H -0.4463 -0.3342 4.8630
H -0.8372 -3.1469 2.6634
H -0.3658 -2.7104 0.9925
H -2.0134 -2.3611 1.5812
H 0.9427 2.6462 -3.4421
H 1.5832 1.1327 -2.7139
H 1.8188 2.7006 -1.8726
H -0.9207 3.6624 -3.2422
H -1.5303 4.0963 -1.6263
H -2.4508 2.9604 -2.6533
H -0.8469 0.7842 -3.8275
H -2.2461 0.5279 -2.7543
H -0.7438 -0.4094 -2.5058
C 2.3541 -0.6106 -0.5394
C 2.0595 -1.8856 -1.0780
C 2.9960 -2.4761 -1.9227
C 4.1551 -1.7532 -2.3336
C 4.5234 -0.6219 -1.5484
C 3.6609 -0.0675 -0.6082
O 1.3733 0.1415 -0.0011
H -1.8557 -0.1284 0.0735
H 1.0754 -2.2874 -0.8321
H 2.8074 -3.4848 -2.3006
H 4.7875 -2.1594 -3.1513
H 5.5215 -0.1732 -1.5064
H 3.9523 0.7927 0.0017
C -3.6175 3.7290 2.7162
C -2.5151 3.0046 2.1812
N -1.5690 2.4532 1.7513
H -3.3780 4.0583 3.7487
H -4.5004 3.0630 2.7282
H -3.8115 4.6121 2.0737
*
```